No. 1
Molecular formula: C11H17O2P
Method: DFT, the ωB97M-V functional and the def2-TZVPD basis

**ΔE to the lowest compared entry with this formula, charge and spin**: 167.7 kcal/mol
**E**: -25061.6331 eV
**Strongest force on any atom**: 0.10391 Eh/bohr
**Lowest unoccupied orbital energy (spin up / spin down)**: 0.358 / 0.357 eV
**HOMO (spin up / spin down)**: -8.190 / -8.191 eV
**Net charge**: 0

Atoms and positions in Å:
C (2.090, 1.164, -1.678)
C (2.277, 0.161, -1.037)
C (0.434, -1.270, 0.709)
C (-3.808, 2.313, 0.145)
C (-0.591, -0.320, -0.046)
C (-2.797, 1.606, -0.373)
C (-0.384, -2.433, 1.196)
C (-4.687, 3.189, -0.694)
C (3.504, -1.898, -1.157)
C (3.344, -0.599, 1.073)
C (2.614, -1.010, -0.215)
O (-1.935, 0.958, 2.038)
O (1.432, -1.866, -0.034)
P (-1.711, 0.710, 0.664)
H (1.553, 2.072, -1.923)
H (0.891, -0.592, 1.450)
H (-3.892, 2.619, 1.232)
H (-0.738, -0.448, -1.148)
H (-2.911, 1.358, -1.414)
H (-1.466, -2.205, 1.322)
H (-0.047, -2.900, 2.074)
H (-0.417, -3.236, 0.425)
H (-4.366, 3.354, -1.721)
H (-4.613, 4.213, -0.325)
H (-5.706, 2.877, -0.581)
H (4.164, -2.572, -0.706)
H (3.042, -2.477, -1.970)
H (4.272, -1.231, -1.707)
H (4.300, -0.098, 0.881)
H (3.430, -1.489, 1.864)
H (2.721, 0.048, 1.653)



No. 2
Molecular formula: C11H18
Method: DFT, the ωB97M-V functional and the def2-TZVPD basis

**ΔE to the lowest compared entry with this formula, charge and spin**: 59.0 kcal/mol
**E**: -11696.7217 eV
**Strongest force on any atom**: 0.09740 Eh/bohr
**Lowest unoccupied orbital energy**: 0.894 eV
**HOMO**: -8.941 eV
**Net charge**: 0

Atoms and positions in Å:
C (-2.169, 1.717, -2.262)
C (-1.892, 1.811, -0.784)
C (-1.127, 2.914, -0.351)
C (-0.932, 3.069, 0.987)
C (-1.739, 2.433, 1.897)
C (-2.704, 1.480, 1.484)
C (-2.757, 1.170, 0.137)
H (-1.313, 2.277, -2.698)
H (-2.998, 2.221, -2.661)
H (-2.331, 0.667, -2.670)
H (-0.630, 3.521, -1.136)
H (-0.225, 3.817, 1.454)
H (-1.498, 2.558, 3.007)
H (-3.343, 1.273, 2.324)
H (-3.442, 0.362, -0.132)
C (1.800, -3.076, 1.220)
C (1.644, -1.936, 0.237)
C (2.886, -1.021, 0.225)
C (1.692, -2.772, -1.200)
H (2.799, -3.691, 1.115)
H (0.896, -3.662, 1.256)
H (1.858, -2.764, 2.154)
H (0.657, -1.415, 0.364)
H (2.876, 0.054, -0.378)
H (3.095, -0.719, 1.254)
H (3.773, -1.438, -0.136)
H (1.825, -3.791, -1.121)
H (0.793, -2.674, -1.814)
H (2.506, -2.384, -1.772)



No. 3
Molecular formula: C11H18
Method: DFT, the ωB97M-V functional and the def2-TZVPD basis

**ΔE to the lowest compared entry with this formula, charge and spin**: 36.3 kcal/mol
**E**: -11697.7055 eV
**Strongest force on any atom**: 0.08974 Eh/bohr
**Lowest unoccupied orbital energy**: 0.969 eV
**HOMO**: -8.913 eV
**Net charge**: 0

Atoms and positions in Å:
C (1.833, 0.293, -1.593)
C (1.157, 1.570, -0.982)
C (1.924, 2.249, -0.038)
C (1.230, 3.341, 0.522)
C (-0.031, 3.730, 0.026)
C (-0.635, 3.055, -1.037)
C (-0.085, 1.853, -1.481)
H (2.803, 0.396, -2.054)
H (1.187, -0.224, -2.289)
H (1.959, -0.316, -0.691)
H (2.809, 1.766, 0.341)
H (1.606, 3.620, 1.494)
H (-0.504, 4.544, 0.571)
H (-1.402, 3.631, -1.549)
H (-0.635, 1.224, -2.171)
C (-2.108, -2.197, 1.275)
C (-1.242, -3.309, 0.630)
C (0.209, -2.852, 0.690)
C (-1.589, -4.646, 1.261)
H (-1.733, -2.103, 2.297)
H (-3.144, -2.503, 1.474)
H (-2.146, -1.289, 0.684)
H (-1.609, -3.385, -0.408)
H (0.618, -3.184, -0.279)
H (0.427, -1.817, 0.951)
H (0.803, -3.451, 1.391)
H (-2.652, -4.749, 1.094)
H (-1.122, -5.520, 0.801)
H (-1.214, -4.730, 2.279)



No. 4
Molecular formula: C11H18
Method: DFT, the ωB97M-V functional and the def2-TZVPD basis

**ΔE to the lowest compared entry with this formula, charge and spin**: 28.1 kcal/mol
**E**: -11698.0628 eV
**Strongest force on any atom**: 0.05100 Eh/bohr
**Lowest unoccupied orbital energy**: 1.018 eV
**HOMO**: -8.992 eV
**Net charge**: 0

Atoms and positions in Å:
C (0.867, -1.816, -1.976)
C (0.569, -1.932, -0.477)
C (1.532, -1.607, 0.451)
C (1.299, -1.608, 1.842)
C (-0.060, -1.733, 2.185)
C (-1.087, -1.747, 1.232)
C (-0.782, -1.967, -0.104)
H (0.643, -0.852, -2.424)
H (0.255, -2.595, -2.431)
H (1.922, -2.060, -2.103)
H (2.484, -1.253, 0.063)
H (2.054, -1.429, 2.590)
H (-0.216, -1.872, 3.243)
H (-2.088, -1.563, 1.590)
H (-1.512, -2.201, -0.866)
C (0.368, 1.528, 0.032)
C (-0.857, 2.286, -0.573)
C (-1.200, 3.530, 0.295)
C (-0.430, 2.901, -1.951)
H (0.116, 0.481, 0.003)
H (0.443, 1.986, 1.008)
H (1.295, 1.746, -0.500)
H (-1.662, 1.554, -0.664)
H (-1.629, 4.293, -0.340)
H (-1.807, 3.252, 1.151)
H (-0.237, 3.945, 0.626)
H (0.014, 2.108, -2.556)
H (-1.283, 3.187, -2.564)
H (0.302, 3.664, -1.731)



No. 5
Molecular formula: C11H18
Method: DFT, the ωB97M-V functional and the def2-TZVPD basis

**ΔE to the lowest compared entry with this formula, charge and spin**: 58.2 kcal/mol
**E**: -11696.7556 eV
**Strongest force on any atom**: 0.09638 Eh/bohr
**Lowest unoccupied orbital energy**: 0.991 eV
**HOMO**: -8.925 eV
**Net charge**: 0

Atoms and positions in Å:
C (2.684, -2.325, -1.434)
C (2.291, -1.062, -0.691)
C (1.606, -0.036, -1.395)
C (1.336, 1.226, -0.864)
C (1.940, 1.576, 0.370)
C (2.369, 0.503, 1.162)
C (2.454, -0.845, 0.706)
H (3.350, -2.881, -0.758)
H (3.440, -2.037, -2.174)
H (1.960, -2.849, -1.965)
H (1.265, -0.300, -2.322)
H (1.110, 1.955, -1.501)
H (2.017, 2.511, 0.790)
H (2.468, 0.646, 2.344)
H (3.061, -1.561, 1.413)
C (-2.458, 0.625, 1.853)
C (-2.195, 0.821, 0.284)
C (-1.328, -0.452, -0.056)
C (-3.531, 0.866, -0.467)
H (-1.477, 0.247, 2.203)
H (-3.248, -0.017, 2.072)
H (-2.625, 1.581, 2.322)
H (-1.476, 1.651, 0.223)
H (-2.012, -1.212, 0.008)
H (-0.868, -0.305, -1.048)
H (-0.518, -0.678, 0.726)
H (-4.092, 1.710, -0.311)
H (-3.448, 0.579, -1.463)
H (-4.077, 0.062, -0.027)



No. 6
Molecular formula: C11H18BBrF4N3O3PScSe
Method: DFT, the ωB97M-V functional and the def2-TZVPD basis

**ΔE to the lowest compared entry with this formula, charge and spin**: 49.6 kcal/mol
**E**: -199238.6275 eV
**Strongest force on any atom**: 0.07713 Eh/bohr
**Lowest unoccupied orbital energy**: -5.727 eV
**HOMO**: -12.183 eV
**Net charge**: +1

Atoms and positions in Å:
Sc (-7.130, -15.056, 1.496)
Br (-5.545, -16.932, 1.355)
C (-5.444, -10.575, 6.386)
C (-6.224, -11.140, 5.228)
O (-5.573, -12.274, 4.660)
P (-6.374, -13.711, 4.593)
O (-5.119, -14.620, 5.219)
C (-5.041, -14.898, 6.674)
C (-5.967, -16.046, 6.979)
O (-6.104, -14.041, 3.029)
C (-4.902, -13.256, 2.204)
C (-3.568, -13.830, 2.570)
H (-5.684, -9.525, 6.499)
H (-4.349, -10.666, 6.310)
H (-5.862, -11.099, 7.284)
H (-6.400, -10.438, 4.384)
H (-7.260, -11.382, 5.594)
H (-5.446, -13.999, 7.093)
H (-4.009, -15.107, 6.859)
H (-6.186, -16.747, 6.187)
H (-6.939, -15.666, 7.342)
H (-5.470, -16.557, 7.809)
H (-5.035, -12.226, 2.398)
H (-5.207, -13.582, 1.129)
H (-3.249, -13.762, 3.637)
H (-2.786, -13.237, 2.166)
H (-3.476, -14.862, 2.307)
F (-8.584, -15.622, 2.497)
B (-6.074, -19.910, 5.656)
F (-4.899, -19.569, 5.127)
F (-7.048, -18.998, 5.770)
F (-6.296, -21.241, 5.763)
Se (-8.978, -15.163, -1.394)
N (-8.699, -13.938, -2.662)
C (-7.876, -12.942, -2.315)
C (-7.545, -11.764, -3.118)
C (-6.631, -10.898, -2.528)
C (-6.037, -11.264, -1.334)
N (-6.280, -12.362, -0.581)
C (-7.225, -13.177, -0.992)
N (-7.662, -14.283, -0.374)
H (-8.028, -11.653, -4.095)
H (-6.348, -9.918, -2.933)
H (-5.331, -10.580, -0.779)